2 unconnected molecules or ions with the total composition CH5ClNOP, computed with ωB97M-V/def2-TZVPD.

ORCA input file:
```
! wB97M-V def2-TZVPD RIJCOSX def2/J DEFGRID3
* xyz 0 1
C 0.86 1.13 -0.35
N -1.42 -1.71 0.46
O -0.13 0.13 -0.17
P -0.26 -1.32 -0.68
Cl 3.41 -0.60 0.23
H 0.64 1.76 0.45
H 0.83 1.79 -1.33
H 1.98 0.63 -0.32
H -1.63 -0.89 1.02
H -1.93 -2.64 0.40
*
```

Values from the calculation:
Relative energy (zero: lowest compared OMol25 entry of this formula, charge and spin): 367.15 kJ/mol
Electronic energy: -972.57657 Ha
M: 113.5 g/mol

These are the Löwdin partial charges, in e, on atoms 1 to 2: number 1, C, carries -0.1984; number 2, N, carries -0.1627

A molecular structure, C3H4AgO3, computed with ωB97M-V/def2-TZVPD.

ORCA input file:
```
! wB97M-V def2-TZVPD RIJCOSX def2/J DEFGRID3
* xyz -1 1
H 9.92 4.16 1.92
Ag 5.57 4.65 3.57
O 6.50 3.71 -0.87
C 6.73 5.01 -0.72
C 6.09 3.19 0.44
O 6.62 5.82 -1.63
O 6.88 5.34 0.55
C 6.74 4.11 1.43
H 6.42 2.15 0.52
H 4.98 3.19 0.42
H 7.79 3.76 1.55
*
```

Values from the calculation:
Relative energy (zero: lowest compared OMol25 entry of this formula, charge and spin): 412.42 kJ/mol
Electronic energy: -489.24080 Ha
M: 195.9 g/mol

These are the Löwdin partial charges, in e, on atoms 1 to 2: number 1, H, carries -0.3779; number 2, Ag, carries 0.4053

A molecular structure, C51H60ClMnN4O5P, computed with ωB97M-V/def2-TZVPD.

ORCA input file:
```
! wB97M-V def2-TZVPD RIJCOSX def2/J DEFGRID3
* xyz 0 6
Mn -1.24 0.37 -0.27
Cl -4.62 1.29 6.36
C -3.61 0.99 4.97
C -2.46 0.20 5.11
C -1.65 -0.05 4.03
C -1.95 0.45 2.74
O -1.18 0.16 1.75
C -3.11 1.27 2.62
C -3.43 2.00 1.42
N -2.77 1.92 0.33
C -2.98 2.82 -0.71
C -4.17 3.41 -1.07
C -4.19 4.41 -2.08
C -3.04 4.83 -2.68
C -1.80 4.22 -2.35
C -0.56 4.62 -2.88
C 0.58 3.96 -2.51
C 0.47 2.85 -1.66
N -0.66 2.45 -1.13
C -1.79 3.16 -1.42
C -3.92 1.52 3.75
H -2.21 -0.21 6.08
H -0.78 -0.68 4.13
H -4.25 2.72 1.51
H -5.09 3.12 -0.59
H -5.14 4.85 -2.35
H -3.05 5.62 -3.41
H -0.53 5.45 -3.58
H 1.55 4.25 -2.89
H 1.35 2.26 -1.42
H -4.80 2.15 3.65
C -0.24 1.34 -4.82
C -1.39 0.52 -4.35
N -1.71 0.25 -3.11
C -2.84 -0.52 -3.16
C -3.21 -0.72 -4.47
N -2.28 -0.04 -5.20
C -4.26 -1.46 -5.23
O -5.16 -2.12 -4.55
O -4.23 -1.42 -6.44
C -3.49 -1.00 -1.91
O -4.53 -1.68 -1.98
O -2.93 -0.67 -0.83
H 0.40 1.58 -3.97
H -0.58 2.28 -5.27
H 0.35 0.80 -5.56
H -2.29 -0.02 -6.21
H -4.97 -2.06 -3.55
C 4.97 3.46 -1.75
C 4.35 3.58 -0.36
C 5.45 3.79 0.69
C 3.48 2.40 0.02
C 2.72 2.45 1.18
C 1.99 1.37 1.66
C 1.23 1.58 2.95
C 2.15 1.87 4.14
C 0.23 2.74 2.79
C 2.00 0.14 0.94
C 2.63 0.14 -0.32
C 3.38 1.24 -0.73
C 2.54 -1.00 -1.31
C 3.90 -1.59 -1.67
C 1.82 -0.53 -2.57
C 1.81 -1.13 1.81
C 2.85 -1.16 2.74
C 2.92 -2.06 3.79
C 1.91 -3.00 3.93
C 0.92 -3.05 2.97
C 0.85 -2.17 1.88
P -0.31 -2.64 0.51
C 0.73 -4.12 -0.24
C 0.52 -4.05 -1.76
C 2.23 -4.04 0.12
C 0.37 -5.55 0.20
C -1.94 -3.39 1.18
C -2.77 -2.26 1.81
C -1.97 -4.51 2.24
C -2.68 -3.85 -0.08
H 5.57 4.34 -1.97
H 4.22 3.36 -2.53
H 5.64 2.59 -1.81
H 3.71 4.47 -0.36
H 6.10 2.91 0.72
H 5.03 3.93 1.68
H 6.05 4.66 0.44
H 2.70 3.37 1.75
H 0.68 0.67 3.16
H 2.70 2.80 4.00
H 2.87 1.07 4.31
H 1.55 1.98 5.05
H 0.76 3.68 2.64
H -0.37 2.84 3.70
H -0.43 2.58 1.95
H 3.89 1.18 -1.68
H 1.92 -1.76 -0.86
H 4.51 -1.78 -0.79
H 4.46 -0.92 -2.33
H 3.77 -2.54 -2.20
H 2.32 0.34 -3.01
H 0.78 -0.25 -2.38
H 1.80 -1.32 -3.33
H 3.64 -0.42 2.65
H 3.75 -2.03 4.48
H 1.92 -3.71 4.75
H 0.19 -3.84 3.04
H 0.77 -3.07 -2.17
H -0.52 -4.24 -2.02
H 1.14 -4.80 -2.25
H 2.68 -3.07 0.04
H 2.77 -4.72 -0.55
H 2.40 -4.38 1.14
H -0.66 -5.84 0.00
H 0.59 -5.71 1.25
H 1.01 -6.23 -0.37
H -2.30 -1.90 2.73
H -3.75 -2.67 2.07
H -2.93 -1.43 1.13
H -1.87 -4.10 3.25
H -1.26 -5.31 2.12
H -2.97 -4.97 2.19
H -2.63 -3.10 -0.87
H -3.74 -3.97 0.16
H -2.33 -4.79 -0.48
*
```

Values from the calculation:
Relative energy (zero: lowest compared OMol25 entry of this formula, charge and spin): 114.30 kJ/mol
Electronic energy: -4527.35560 Ha
M: 930.4 g/mol

These are the Löwdin partial charges, in e, on atoms 1 to 2: number 1, Mn, carries 0.9345; number 2, Cl, carries 0.6399

A single C7H8N4O3 molecule, computed with ωB97M-V/def2-TZVPD.

ORCA input file:
```
! wB97M-V def2-TZVPD RIJCOSX def2/J DEFGRID3
* xyz 0 1
C -0.99 -0.24 3.01
O -0.79 -0.74 1.66
C -0.92 0.24 0.63
N -1.90 -0.34 -0.25
C -1.58 -0.82 -1.49
O -2.50 -1.29 -2.14
N -0.31 -0.75 -1.98
O -0.12 -1.23 -3.30
C 0.72 0.00 -1.28
N 1.96 0.23 -1.83
C 2.87 0.85 -1.05
C 2.61 1.29 0.24
N 1.40 1.13 0.79
C 0.46 0.49 0.05
H -0.07 0.29 3.35
H -1.83 0.46 3.07
H -1.22 -1.11 3.62
H -1.34 1.15 1.02
H -2.74 -0.74 0.11
H -0.97 -1.62 -3.62
H 3.85 1.02 -1.44
H 3.41 1.73 0.82
*
```

Values from the calculation:
Relative energy (zero: lowest compared OMol25 entry of this formula, charge and spin): 98.62 kJ/mol
Structure (SMILES): CO[C@@H]1NC(=O)N(O)c2nccnc21
Electronic energy: -716.22403 Ha
M: 196.2 g/mol

These are the Löwdin partial charges, in e, on atoms 1 to 2: number 1, C, carries -0.0702; number 2, O, carries -0.1392